Density functional theory data (ωB97M-V with the def2-TZVPD basis set) for 18 unconnected molecules or ions with the total composition C50H70F3N19O5PS.

Bonds (Å) are listed after each position.
Geometry (Å):
1 O -0.234 -1.663 1.513  S2 1.433
2 S -0.004 -1.006 0.261  O1 1.433, O3 1.423, C4 1.792, C25 1.873
3 O 1.071 -1.475 -0.547  S2 1.423
4 C -1.581 -1.047 -0.589  S2 1.792, C5 1.389, C12 1.401
5 C -2.685 -1.096 0.254  C4 1.389, C6 1.384, H29 1.077
6 C -3.954 -1.159 -0.294  C5 1.384, P7 1.849, N10 1.346
7 P -5.548 -1.143 0.643  C6 1.849, O8 1.617, O9 1.608
8 O -5.020 -1.521 2.124  P7 1.617, H30 0.973
9 O -6.263 -2.464 0.070  P7 1.608, H31 0.981
10 N -4.055 -1.184 -1.636  C6 1.346, C11 1.335, H32 1.018
11 C -3.014 -1.117 -2.470  N10 1.335, C12 1.404, H33 1.075
12 C -1.700 -1.031 -1.985  C4 1.401, C11 1.404, C13 1.501
13 C -0.584 -0.886 -2.979  C12 1.501, C14 1.547, H34 1.076, H35 1.083
14 C -0.954 0.147 -4.070  C13 1.547, C15 1.508, H36 1.086, H37 1.093
15 C 0.265 0.865 -4.590  C14 1.508, N16 1.467, H38 1.090, H39 1.088
16 N -0.109 1.886 -5.575  C15 1.467, C17 1.460, H40 1.009
17 C 0.673 3.110 -5.427  N16 1.460, C18 1.519, H41 1.087, H42 1.081
18 C 0.461 3.910 -4.153  C17 1.519, C19 1.402, C23 1.403
19 C -0.724 3.831 -3.409  C18 1.402, C20 1.399, H43 1.079
20 C -0.945 4.584 -2.251  C19 1.399, C21 1.399, H44 1.079
21 C 0.050 5.465 -1.811  C20 1.399, C22 1.393, H45 1.079
22 C 1.233 5.568 -2.539  C21 1.393, C23 1.396, H46 1.082
23 C 1.442 4.797 -3.683  C18 1.403, C22 1.396, O24 1.367
24 O 2.632 4.988 -4.327  C23 1.367, H47 0.968
25 C 0.241 0.801 0.689  S2 1.873, F26 1.319, F27 1.321, F28 1.343
26 F 1.105 1.367 -0.132  C25 1.319
27 F 0.649 0.883 1.942  C25 1.321
28 F -0.952 1.408 0.581  C25 1.343
29 H -2.551 -1.104 1.322  C5 1.077
30 H -4.323 -2.199 2.138  O8 0.973
31 H -6.035 -3.268 0.584  O9 0.981
32 H -4.987 -1.226 -2.044  N10 1.018
33 H -3.211 -1.129 -3.527  C11 1.075
34 H 0.296 -0.496 -2.498  C13 1.076
35 H -0.385 -1.842 -3.448  C13 1.083
36 H -1.563 -0.277 -4.863  C14 1.086
37 H -1.573 0.902 -3.580  C14 1.093
38 H 0.905 0.146 -5.101  C15 1.090
39 H 0.837 1.300 -3.773  C15 1.088
40 H -1.098 2.081 -5.518  N16 1.009
41 H 0.467 3.748 -6.283  C17 1.087
42 H 1.710 2.822 -5.524  C17 1.081
43 H -1.510 3.181 -3.762  C19 1.079
44 H -1.881 4.487 -1.724  C20 1.079
45 H -0.117 6.044 -0.917  C21 1.079
46 H 2.016 6.253 -2.240  C22 1.082
47 H 3.032 4.146 -4.588  O24 0.968
48 C -1.145 3.636 3.318  C49 1.455, H51 1.088, H52 1.088, H53 1.086
49 C -1.570 4.898 2.730  C48 1.455, N50 1.143
50 N -1.866 5.897 2.261  C49 1.143
51 H -0.181 3.769 3.805  C48 1.088
52 H -1.873 3.301 4.054  C48 1.088
53 H -1.053 2.888 2.537  C48 1.086
54 C -5.540 -4.909 3.756  C55 1.450, H57 1.088, H58 1.088, H59 1.090
55 C -5.240 -4.792 2.342  C54 1.450, N56 1.149
56 N -5.001 -4.695 1.222  C55 1.149
57 H -5.609 -3.919 4.204  C54 1.088
58 H -6.483 -5.433 3.895  C54 1.088
59 H -4.751 -5.475 4.250  C54 1.090
60 C -1.528 -6.601 1.636  C61 1.455, H63 1.089, H64 1.088, H65 1.089
61 C -1.630 -6.570 3.087  C60 1.455, N62 1.143
62 N -1.717 -6.563 4.227  C61 1.143
63 H -0.512 -6.876 1.353  C60 1.089
64 H -2.226 -7.332 1.233  C60 1.088
65 H -1.768 -5.621 1.227  C60 1.089
66 C 6.034 2.417 -3.047  C67 1.451, H69 1.087, H70 1.085, H71 1.089
67 C 4.642 2.246 -3.417  C66 1.451, N68 1.144
68 N 3.550 2.159 -3.747  C67 1.144
69 H 6.665 2.257 -3.917  C66 1.087
70 H 6.186 3.430 -2.690  C66 1.085
71 H 6.304 1.707 -2.267  C66 1.089
72 C -0.929 8.261 4.455  C73 1.455, H75 1.087, H76 1.089, H77 1.088
73 C 0.426 8.596 4.867  C72 1.455, N74 1.144
74 N 1.491 8.857 5.192  C73 1.144
75 H -0.902 7.433 3.752  C72 1.087
76 H -1.518 7.973 5.325  C72 1.089
77 H -1.398 9.118 3.976  C72 1.088
78 C 4.333 5.688 -7.356  C79 1.453, H81 1.088, H82 1.088, H83 1.089
79 C 4.060 4.285 -7.095  C78 1.453, N80 1.144
80 N 3.858 3.182 -6.869  C79 1.144
81 H 5.405 5.867 -7.297  C78 1.088
82 H 3.979 5.956 -8.349  C78 1.088
83 H 3.821 6.297 -6.612  C78 1.089
84 C 6.636 7.791 -4.741  C85 1.455, H87 1.088, H88 1.088, H89 1.088
85 C 6.595 6.348 -4.551  C84 1.455, N86 1.144
86 N 6.557 5.217 -4.388  C85 1.144
87 H 7.669 8.132 -4.747  C84 1.088
88 H 6.169 8.053 -5.687  C84 1.088
89 H 6.100 8.281 -3.931  C84 1.088
90 C 2.501 -4.525 -1.014  C91 1.455, H93 1.087, H94 1.089, H95 1.088
91 C 2.781 -4.693 -2.432  C90 1.455, N92 1.144
92 N 2.999 -4.831 -3.546  C91 1.144
93 H 2.541 -3.471 -0.750  C90 1.087
94 H 1.504 -4.906 -0.797  C90 1.089
95 H 3.224 -5.074 -0.415  C90 1.088
96 C 3.719 -8.014 -4.912  C97 1.456, H99 1.088, H100 1.088, H101 1.087
97 C 3.576 -9.431 -4.610  C96 1.456, N98 1.143
98 N 3.461 -10.541 -4.360  C97 1.143
99 H 4.763 -7.777 -5.104  C96 1.088
100 H 3.131 -7.761 -5.791  C96 1.088
101 H 3.372 -7.418 -4.072  C96 1.087
102 C 2.044 -4.133 3.329  C103 1.453, H105 1.093, H106 1.087, H107 1.089
103 C 2.037 -5.583 3.236  C102 1.453, N104 1.143
104 N 2.025 -6.726 3.193  C103 1.143
105 H 3.065 -3.768 3.193  C102 1.093
106 H 1.395 -3.707 2.567  C102 1.087
107 H 1.684 -3.830 4.311  C102 1.089
108 C -6.512 -0.404 5.367  C109 1.457, H111 1.088, H112 1.088, H113 1.088
109 C -5.850 -1.603 5.863  C108 1.457, N110 1.144
110 N -5.348 -2.554 6.256  C109 1.144
111 H -6.708 0.275 6.195  C108 1.088
112 H -5.878 0.093 4.636  C108 1.088
113 H -7.456 -0.672 4.897  C108 1.088
114 C 0.728 -8.731 5.606  C115 1.456, H117 1.087, H118 1.088, H119 1.088
115 C 0.773 -9.560 6.803  C114 1.456, N116 1.144
116 N 0.807 -10.213 7.741  C115 1.144
117 H 1.335 -7.840 5.743  C114 1.087
118 H 1.111 -9.287 4.754  C114 1.088
119 H -0.297 -8.431 5.402  C114 1.088
120 C -3.347 -9.557 6.461  C121 1.455, H123 1.088, H124 1.088, H125 1.088
121 C -4.108 -8.514 5.790  C120 1.455, N122 1.143
122 N -4.709 -7.697 5.264  C121 1.143
123 H -2.364 -9.648 6.005  C120 1.088
124 H -3.227 -9.308 7.513  C120 1.088
125 H -3.870 -10.507 6.376  C120 1.088
126 C -1.155 -5.031 -3.714  C127 1.456, H129 1.089, H130 1.089, H131 1.088
127 C -1.871 -3.970 -4.408  C126 1.456, N128 1.145
128 N -2.415 -3.126 -4.958  C127 1.145
129 H -0.180 -5.179 -4.179  C126 1.089
130 H -1.016 -4.760 -2.668  C126 1.089
131 H -1.723 -5.957 -3.771  C126 1.088
132 C -4.995 9.506 3.257  C133 1.455, H135 1.088, H136 1.088, H137 1.088
133 C -3.737 10.234 3.312  C132 1.455, N134 1.144
134 N -2.749 10.810 3.352  C133 1.144
135 H -4.880 8.623 2.632  C132 1.088
136 H -5.289 9.201 4.260  C132 1.088
137 H -5.771 10.143 2.837  C132 1.088
138 C 1.678 8.832 0.826  C139 1.454, H141 1.088, H142 1.089, H143 1.088
139 C 2.267 8.480 -0.456  C138 1.454, N140 1.143
140 N 2.734 8.209 -1.464  C139 1.143
141 H 1.875 9.879 1.046  C138 1.088
142 H 0.602 8.670 0.796  C138 1.089
143 H 2.112 8.218 1.613  C138 1.088
144 C 5.380 -0.843 4.177  C145 1.456, H147 1.088, H148 1.088, H149 1.088
145 C 5.264 -2.284 4.011  C144 1.456, N146 1.144
146 N 5.171 -3.418 3.888  C145 1.144
147 H 6.414 -0.538 4.030  C144 1.088
148 H 4.752 -0.335 3.447  C144 1.088
149 H 5.066 -0.561 5.180  C144 1.088

The calculation puts the LUMO energy at -5.01 eV. For the HOMO-LUMO gap, the calculation gives 5.0 eV. Its spin multiplicity is 1. The total charge is +1. Its HOMO energy is -9.97 eV.

Here are the Löwdin charges for atoms 1 to 5, given in e: atom 1 (O): -0.26, atom 2 (S): 0.79, atom 3 (O): -0.24, atom 4 (C): -0.16, atom 5 (C): -0.01